Formula: C16H34BiBr2N6O3P2S6
Source: the Open Molecules 2025 dataset
Level of theory: ωB97M-V/def2-TZVPD

Values from the calculation:
Net charge: +1
Electronic energy, Eh: -9618.83806
Molecular weight, g/mol: 981.63
Relative energy (zero: lowest compared OMol25 entry of this formula, charge and spin), kcal per mole: 24.72
HOMO-LUMO gap, eV: 6.99

```
70
Properties=species:S:1:pos:R:3:forces:R:3:lowdin_charge:R:1
Bi 0.07907 -0.29686 -1.27677 0.2 0.4 0.0 1.140
S 6.00268 3.56447 -3.17018 0.1 0.0 0.0 0.589
C 4.71440 2.62086 -2.87968 -0.2 -0.1 0.0 -1.497
S 3.09369 3.00555 -3.40636 0.2 -0.1 0.1 0.904
C 2.30450 1.60202 -2.72545 0.0 0.0 0.0 -1.125
C 3.08744 0.73180 -2.07249 -0.1 0.0 -0.1 -1.115
S 2.54807 -0.72749 -1.25673 0.4 0.0 0.1 0.488
S 4.79317 1.11448 -1.99632 -0.1 0.2 -0.1 0.894
S 0.57285 1.48865 -2.96051 0.1 0.2 -0.2 0.441
C -3.54482 3.06366 2.09079 0.1 0.1 0.0 -0.078
N -2.71528 2.77110 0.92884 0.4 -0.1 0.1 -0.288
C -3.44466 2.34392 -0.25864 0.0 0.0 -0.1 -0.093
P -1.15882 2.28572 1.14456 0.0 0.0 0.3 0.492
O -0.51422 1.92702 -0.14065 -0.2 -0.1 0.0 -0.449
O -1.26495 1.00567 2.14694 0.0 0.1 0.0 -0.272
P -0.22162 -0.21696 2.27021 -0.3 0.1 0.3 0.464
O 0.87934 -0.20674 1.28512 0.0 -0.2 0.0 -0.422
N 0.33070 -0.02155 3.81464 -0.2 -0.3 -0.2 -0.292
C 1.63548 -0.58470 4.15928 0.1 0.0 0.0 -0.083
C -0.62643 -0.02063 4.91793 0.0 0.0 -0.1 -0.102
N -1.25012 -1.49062 1.98393 0.3 0.1 0.2 -0.295
C -2.55447 -1.61663 2.62493 0.1 0.1 -0.1 -0.090
C -0.69301 -2.75045 1.50061 0.0 0.1 0.0 -0.109
N -0.27584 3.36082 2.01718 -0.4 0.0 -0.2 -0.279
C 0.06806 4.58702 1.28669 0.0 0.0 0.0 -0.076
C -0.40832 3.55112 3.45584 0.1 0.0 0.1 -0.094
H -4.25405 3.85223 1.83758 0.0 0.0 0.0 0.095
H -2.92372 3.41287 2.91300 -0.1 0.0 0.0 0.062
H -4.10367 2.18211 2.42254 0.0 0.0 0.0 0.090
H -4.16613 3.11498 -0.53364 0.0 0.0 0.0 0.095
H -3.98199 1.40246 -0.10136 0.0 0.0 0.0 0.079
H -2.74131 2.22852 -1.07664 0.0 -0.1 -0.1 0.043
H 2.26347 -0.61460 3.27203 0.0 0.0 0.0 0.078
H 1.54823 -1.59498 4.57343 0.0 0.0 0.0 0.089
H 2.10996 0.05220 4.90672 0.0 0.0 0.0 0.092
H -1.57592 0.39822 4.58700 0.0 0.0 0.1 0.070
H -0.23648 0.59533 5.72948 0.0 0.0 0.0 0.094
H -0.80309 -1.02875 5.30745 0.0 0.0 0.0 0.090
H -2.93641 -0.62938 2.87375 -0.1 0.0 0.0 0.071
H -2.51149 -2.23047 3.52933 0.0 0.0 0.0 0.090
H -3.24471 -2.08855 1.92209 0.0 0.0 0.0 0.082
H 0.33653 -2.59421 1.18004 0.0 -0.1 0.0 0.068
H -1.28814 -3.10484 0.65222 0.0 0.0 0.0 0.071
H -0.70426 -3.52060 2.27755 0.0 0.0 0.0 0.092
H 0.17240 4.36056 0.22706 0.1 0.0 0.0 0.081
H 1.01531 4.97211 1.66294 0.0 0.0 0.0 0.093
H -0.70082 5.35618 1.41206 0.0 0.0 0.0 0.091
H -0.69070 2.61768 3.93733 0.0 0.0 0.0 0.060
H -1.14307 4.32403 3.70466 0.0 0.0 0.0 0.084
H 0.55573 3.86883 3.85536 0.0 0.0 0.0 0.096
Br -3.42378 -1.70459 -1.54749 -0.1 0.0 0.1 0.548
C -3.50731 -1.25171 -3.42060 0.1 0.2 0.0 -1.036
Br -2.89183 0.54974 -3.76254 0.0 -0.2 0.1 0.603
H -4.53749 -1.33416 -3.73869 0.0 0.0 0.0 0.005
H -2.85329 -1.92955 -3.95328 0.0 0.0 0.0 -0.041
C 2.38020 -2.17146 -5.49685 0.0 0.1 -0.1 -0.022
N 2.28919 -2.99008 -4.31064 0.0 -0.1 0.1 -0.139
C 3.34759 -3.94238 -3.97067 0.1 0.0 0.0 -0.084
C 2.82610 -4.61093 -2.68765 0.0 0.0 0.1 -0.103
N 1.60860 -3.84542 -2.42154 0.3 -0.1 0.0 0.026
C 1.33330 -2.97406 -3.39432 -0.1 0.0 -0.1 -0.809
S -0.07385 -2.01630 -3.47307 -0.3 -0.3 -0.2 0.534
H 3.24669 -1.51085 -5.43352 0.0 0.0 0.0 0.104
H 1.48081 -1.57075 -5.59370 0.0 0.0 0.0 0.063
H 2.48308 -2.80951 -6.37572 0.0 0.0 0.0 0.101
H 4.28656 -3.41028 -3.80960 0.0 0.0 0.0 0.131
H 3.48868 -4.65012 -4.78808 0.0 0.0 0.0 0.130
H 3.52492 -4.52414 -1.85746 0.0 0.0 0.0 0.121
H 2.58743 -5.66351 -2.84138 0.0 0.0 0.0 0.123
H 0.97184 -4.06312 -1.67888 -0.2 0.1 -0.1 0.137
```
Positions in Å, forces in eV/Å.

Formula: C16H34Br4Cl3FLiNO8Si
Source: the Open Molecules 2025 dataset
Level of theory: ωB97M-V/def2-TZVPD

Values from the calculation:
Electronic energy, Eh: -13359.81947
Molecular weight, g/mol: 848.45
Relative energy (zero: lowest compared OMol25 entry of this formula, charge and spin), kcal per mole: 13.74
HOMO-LUMO gap, eV: 1.10

```
69
Properties=species:S:1:pos:R:3:forces:R:3:lowdin_charge:R:1
O 4.78826 -2.90618 -2.39570 -1.6 0.7 -0.9 -0.372
Si 3.18011 -2.49614 -2.88363 2.8 -0.6 0.5 0.520
H 5.36712 -2.42960 -3.04866 0.0 0.0 0.2 -0.016
H 3.02306 -1.05669 -2.67743 -0.4 0.2 0.0 -0.097
H 2.27708 -3.30184 -2.04077 -0.2 0.0 0.2 -0.095
H 3.01090 -2.90778 -4.27749 -0.3 0.1 -0.3 -0.075
F 5.98273 -1.10506 -4.41504 -0.2 -0.4 0.6 -0.579
C 9.87015 1.45328 -6.99504 0.0 0.1 0.0 -0.121
C 9.84422 0.50877 -5.79812 0.1 0.3 0.0 -0.273
C 9.51671 -0.93446 -6.18517 -0.8 0.2 -0.1 -0.189
C 8.16584 -0.99865 -6.81940 -0.8 -0.4 -0.3 -0.238
N 7.11150 -1.04843 -7.30294 1.6 0.1 0.5 0.143
H 8.89393 1.51224 -7.48129 0.0 -0.1 0.0 0.070
H 10.13541 2.46390 -6.67587 0.0 -0.1 0.0 0.066
H 10.60526 1.12682 -7.73672 0.0 0.0 0.0 0.071
H 9.10930 0.87243 -5.07463 0.0 -0.2 0.0 0.115
H 10.82044 0.53246 -5.30476 0.0 -0.1 0.0 0.102
H 9.52283 -1.57214 -5.29870 -0.1 0.0 -0.1 0.113
H 10.25942 -1.32225 -6.88719 -0.1 0.0 0.0 0.109
Br 2.48033 0.71711 -0.13195 -0.1 0.0 0.1 0.643
C 2.15804 0.10569 1.68622 0.2 0.2 -0.3 -0.701
C 2.15190 -1.40023 1.75449 -0.1 0.0 0.3 -0.688
Br 0.48126 -2.13262 1.06579 0.2 0.0 0.0 0.670
H 1.22308 0.55702 2.01550 0.1 -0.1 0.0 0.040
H 2.98037 0.51336 2.27538 0.0 -0.1 0.0 0.057
H 2.20496 -1.73976 2.78972 0.0 0.0 -0.1 0.050
H 2.95772 -1.86030 1.18539 -0.1 0.1 0.0 0.017
O -6.19578 -1.00110 1.71268 0.5 -0.5 0.2 0.112
C -5.00285 -0.91816 1.58827 -0.9 0.7 0.0 -0.470
O -4.13912 -1.93029 1.88615 -0.3 -0.1 0.4 0.007
C -2.78884 -1.46452 1.72990 0.3 -0.2 -0.4 -0.219
C -2.88176 -0.27935 0.79709 0.3 0.4 -0.2 -0.135
C -4.24229 0.29917 1.13969 0.3 -0.2 -0.5 -0.066
H -2.39800 -1.18588 2.71541 0.2 0.1 -0.1 0.085
H -2.17206 -2.26113 1.31916 -0.2 -0.1 0.2 0.054
H -2.06028 0.42697 0.91790 0.0 -0.1 0.0 0.124
H -2.88006 -0.62212 -0.24090 0.1 0.0 0.1 0.137
H -4.18628 1.00593 1.96697 -0.1 -0.1 -0.2 0.093
H -4.71294 0.75926 0.27084 -0.2 0.1 0.2 0.131
O -2.58839 -1.59446 5.10041 0.5 -0.7 -0.8 0.158
H -3.18843 -1.58238 4.30845 0.1 -0.1 0.0 0.126
H -2.38704 -2.51958 5.38561 -0.1 0.1 -0.1 0.166
H -2.97431 -1.03466 5.87786 0.1 -0.2 0.1 0.008
Li -4.02538 0.25546 6.76568 -0.7 1.1 0.3 0.626
Br -9.62954 0.84064 -2.29887 0.1 0.0 0.0 0.614
C -8.50557 0.41612 -0.76444 -0.3 -0.1 -0.1 -0.705
C -8.55365 1.51203 0.26895 0.2 0.0 0.2 -0.692
Br -7.46916 3.04083 -0.26864 -0.1 0.0 0.1 0.630
H -7.50357 0.22932 -1.14634 -0.1 0.1 0.1 0.051
H -8.91445 -0.50994 -0.35996 0.1 0.1 0.0 0.059
H -8.11812 1.17138 1.20884 0.0 -0.1 -0.1 0.044
H -9.55934 1.88596 0.45420 0.1 -0.1 -0.1 0.049
C 4.10091 -5.21004 2.13098 0.0 0.1 -0.3 -1.530
Cl 3.03894 -5.52751 0.75538 0.1 0.1 0.2 0.531
Cl 4.99363 -3.70264 1.89520 0.0 -0.2 0.0 0.551
Cl 3.17056 -5.15381 3.63772 0.0 0.0 0.0 0.491
H 4.81833 -6.02265 2.20333 -0.1 0.1 0.0 0.014
C -4.26448 4.89125 3.23592 -0.2 0.8 -0.5 -0.099
C -4.22737 4.89129 4.73543 0.0 0.8 0.4 -0.113
O -4.38571 3.50869 5.05368 0.2 -0.7 -0.3 0.049
C -3.97134 2.80126 3.97358 0.1 0.4 -0.4 -0.551
O -3.81482 1.60929 3.96491 0.0 0.0 0.7 0.080
O -3.75585 3.59968 2.90893 0.0 -0.8 0.7 0.092
H -3.64481 5.67510 2.80196 0.1 -0.3 -0.1 0.147
H -5.27910 4.98158 2.84010 0.1 -0.1 0.0 0.143
H -3.26944 5.23794 5.13171 0.0 -0.1 0.0 0.139
H -5.02766 5.48675 5.17384 0.0 -0.2 0.1 0.141
O -4.27417 3.37121 -2.15067 0.3 -0.1 0.2 -0.264
H -5.20809 3.53465 -1.98323 -0.3 0.0 -0.1 -0.150
```
Positions in Å, forces in eV/Å.

Formula: C16H34Cl6Cu2NO8P
Source: the Open Molecules 2025 dataset
Level of theory: ωB97M-V/def2-TZVPD

Values from the calculation:
Electronic energy, Eh: -7670.32664
Molecular weight, g/mol: 739.23
HOMO-LUMO gap, eV: 7.94

```
68
Properties=species:S:1:pos:R:3:forces:R:3:lowdin_charge:R:1
Cu 1.12241 -1.64912 0.25043 -0.7 0.8 -0.5 0.543
Cu -3.33506 -2.84353 1.64292 1.0 1.2 0.3 0.562
C -1.47884 -1.25257 0.31994 -0.5 -0.1 0.7 -0.909
O -1.02992 -2.20745 1.07872 1.1 -0.5 -0.2 -0.127
O -2.69893 -0.91062 0.49736 -1.0 -0.6 0.0 -0.094
O -0.72769 -0.67292 -0.52700 0.9 -0.3 0.1 -0.097
C -2.04590 -3.11452 4.06441 0.0 -0.2 -0.5 -0.317
O -3.19958 -3.47592 3.77087 -0.1 0.3 -0.8 -0.041
N -0.94762 -3.71853 3.63898 0.6 -0.3 0.1 -0.174
C 0.34624 -3.26775 4.08514 1.0 -0.3 1.2 -0.054
C -0.88592 -4.95451 2.86541 -0.8 0.4 -0.1 -0.021
H -1.83873 -2.22600 4.67120 -0.2 0.0 0.1 0.103
H 0.41420 -2.19498 4.25371 -0.1 0.0 -0.4 0.090
H 1.16103 -3.65103 3.47092 -0.3 0.5 -0.7 0.090
H 0.64601 -3.72295 5.04214 -0.5 0.0 0.1 0.096
H -1.87788 -5.28362 2.56110 -0.1 0.1 0.3 0.086
H -0.34305 -4.75233 1.94317 0.3 -0.1 0.1 0.089
H -0.43117 -5.71330 3.50014 0.1 -0.2 -0.3 0.100
Cl -4.03628 0.48059 -3.05657 -0.4 -0.1 -0.4 0.597
C -3.42357 -1.13642 -2.64396 0.7 -0.4 0.2 -0.655
C -4.41001 -2.01228 -1.90921 0.2 0.5 0.3 -0.671
Cl -5.78620 -2.52349 -2.93127 0.1 0.1 0.1 0.541
H -2.56121 -0.89522 -2.02174 -0.1 -0.4 0.3 0.029
H -3.05230 -1.68225 -3.51096 -0.2 0.4 -0.3 0.076
H -4.76965 -1.47666 -1.03276 -0.3 -0.1 -0.1 0.058
H -3.89527 -2.90776 -1.56527 0.0 -0.1 -0.1 0.068
Cl -2.85782 3.34400 1.19159 0.0 0.2 -0.7 0.624
C -2.92769 2.36739 -0.33055 -0.3 0.2 0.4 -0.597
C -1.58298 2.11978 -0.92507 0.2 -0.3 -0.3 -0.674
Cl -0.75894 3.57989 -1.50420 -0.2 0.7 -0.3 0.631
H -3.57913 2.92299 -0.99943 0.1 0.0 -0.1 0.062
H -3.37643 1.40481 -0.08867 0.0 0.0 0.1 0.057
H -1.73220 1.48499 -1.79822 0.0 0.0 0.1 0.039
H -0.87996 1.61050 -0.27073 -0.3 0.0 0.0 0.027
Cl -2.44556 0.45500 4.86138 -0.2 0.3 -0.2 0.558
C -2.27552 1.17677 3.21127 0.2 -0.3 0.3 -0.669
C -0.85030 1.07201 2.77423 0.7 0.2 -0.4 -0.652
Cl 0.22090 2.31989 3.53351 -0.3 -0.3 0.0 0.561
H -2.59910 2.21350 3.19937 -0.1 -0.4 0.5 -0.012
H -2.87391 0.59263 2.51242 -0.1 -0.1 0.2 0.058
H -0.77871 1.23087 1.69797 -0.1 0.0 0.1 0.036
H -0.41346 0.10137 2.99543 -0.1 0.0 0.1 0.052
C 0.70369 -0.45366 -3.51625 -0.5 -0.2 0.2 -0.055
C 1.05553 0.86492 -2.88491 0.1 -0.2 0.6 -0.252
O 2.49775 0.98985 -2.80534 0.6 0.0 0.1 -0.175
P 3.26517 0.82242 -1.42282 -0.4 0.7 -0.2 0.433
O 2.84265 -0.32924 -0.59844 -0.3 -0.5 0.2 -0.238
O 4.78766 0.78527 -1.86280 -0.4 -0.5 0.3 -0.149
C 5.27495 1.55620 -2.97829 -0.3 0.7 -0.7 -0.256
C 6.76394 1.47785 -3.21288 1.2 0.2 0.5 -0.075
O 3.07408 2.21359 -0.66601 1.0 -0.9 -0.7 -0.170
C 1.96815 2.50430 0.18630 -0.2 1.0 0.9 -0.278
C 2.24403 3.89224 0.78956 -0.1 -0.4 -0.5 -0.061
H 0.86843 -1.26552 -2.80640 0.0 0.0 0.0 0.069
H -0.36542 -0.42601 -3.74250 0.0 -0.2 -0.1 0.078
H 1.25405 -0.68822 -4.42600 0.1 0.3 -0.1 0.084
H 0.62448 1.71900 -3.40629 0.5 0.1 -0.2 0.112
H 0.67388 0.90982 -1.86138 -0.2 -0.2 -0.2 0.067
H 4.83134 1.20854 -3.91257 -0.4 -0.2 0.3 0.115
H 4.89682 2.56447 -2.80356 0.4 0.2 -0.2 0.121
H 7.43483 2.06624 -2.57950 -0.6 0.0 0.6 0.075
H 7.15250 0.45954 -3.16463 -0.3 -0.1 -0.1 0.081
H 7.04788 1.88030 -4.18777 -0.6 -0.2 -0.3 0.079
H 1.05835 2.54180 -0.41491 0.2 -0.2 0.3 0.023
H 1.88606 1.77690 0.99597 0.1 -0.2 -0.2 0.101
H 1.61790 4.09214 1.65690 -0.1 -0.1 -0.1 0.045
H 3.29269 3.95781 1.07630 0.0 0.0 0.1 0.079
H 2.04433 4.64821 0.03005 0.1 0.1 0.1 0.072
```
Positions in Å, forces in eV/Å.

Question: Look up the HOMO-LUMO gap of the third one.
Answer: 7.94 eV